{
  "formula": "C4H7N3",
  "method": "the ωB97M-V functional and the def2-TZVPD basis",
  "symbols": ["N", "N", "N", "C", "C", "C", "C", "H", "H", "H", "H", "H", "H", "H"],
  "xyz": [[-2.24951, 0.18071, -0.82310], [-1.28196, 0.95972, -1.26632], [1.16500, 0.38179, -0.43389], [-0.83074, -0.26317, 0.97224], [2.41205, -0.04290, 0.19164], [-0.11730, 0.35531, -0.02781], [-1.97636, -0.61943, 0.21689], [-3.24796, 0.33177, -0.98314], [2.27764, -0.95729, 0.77998], [-0.76350, -0.35114, 2.07350], [3.16580, -0.24575, -0.58390], [2.81193, 0.73958, 0.84764], [-2.57950, -1.49627, 0.32772], [1.22319, 0.91266, -1.28386]],
  "homo_energy_ev": [-6.709, -6.711],
  "relative_energy_kj_mol": 425.7,
  "orbital_gap_ev": [7.712, 7.714],
  "total_energy_ha": -320.72116
}